29
Properties=species:S:1:pos:R:3:nbo_charge:R:1 method="wB97M-V/def2-TZVPD" mol_weight_da=370.98 lumo_energy_ev=-0.45 e_above_lowest_kj_mol=56.0 homo_ev=-10.1 orbital_gap_ev=9.66
C -1.956 1.124 3.664 -0.496
N -2.326 2.558 3.764 0.531
O -1.996 3.328 2.903 -0.363
O -3.035 2.861 4.722 -0.389
H -0.866 1.114 3.629 0.224
H -2.424 0.792 2.738 0.247
H -2.262 0.467 4.479 0.233
C 1.821 -3.979 -0.665 -0.499
N 0.899 -3.390 -1.665 0.518
O 1.221 -2.408 -2.358 -0.382
O -0.196 -3.928 -1.734 -0.351
H 2.459 -3.270 -0.136 0.231
H 2.429 -4.756 -1.129 0.245
H 1.304 -4.504 0.138 0.241
C 2.703 1.087 -0.323 -0.487
N 2.373 2.023 -1.429 0.515
O 3.284 2.546 -2.060 -0.353
O 1.219 2.487 -1.427 -0.388
H 2.165 0.154 -0.491 0.233
H 2.293 1.416 0.632 0.240
H 3.793 1.085 -0.342 0.239
Br -0.646 0.835 -3.739 0.008
C -1.173 0.001 -2.045 -0.453
C -2.032 0.868 -1.169 -0.427
Br -2.674 -0.192 0.352 -0.039
H -0.254 -0.277 -1.529 0.214
H -1.637 -0.947 -2.313 0.235
H -2.973 1.142 -1.647 0.229
H -1.513 1.761 -0.819 0.244


14
Properties=species:S:1:pos:R:3:nbo_charge:R:1 method="wB97M-V/def2-TZVPD" mol_weight_da=84.12 lumo_energy_ev=0.97 e_above_lowest_kj_mol=106.8 homo_ev=-9.6 orbital_gap_ev=10.54
O 2.027 0.056 -0.645 -0.702
C 1.115 0.119 0.420 0.053
C 0.146 1.313 0.325 -0.226
C -1.036 0.939 -0.222 -0.183
C -1.094 -0.548 -0.438 -0.463
C 0.079 -1.044 0.462 -0.418
H 1.516 0.078 -1.488 0.466
H 1.667 0.169 1.348 0.184
H 0.411 2.355 0.630 0.218
H -1.851 1.573 -0.532 0.212
H -2.055 -1.053 -0.081 0.216
H -1.065 -0.805 -1.490 0.211
H 0.524 -2.035 0.174 0.221
H -0.384 -1.117 1.539 0.212


17
Properties=species:S:1:pos:R:3:lowdin_spin:R:1 method="wB97M-V/def2-TZVPD" charge=+1 multiplicity=2 s2=0.755 mol_weight_da=102.14 lumo_energy_ev="-3.12 / -7.91" e_above_lowest_kj_mol=257.3 homo_ev="-13.8 / -13.8" orbital_gap_ev="10.72 / 5.90"
C -0.250 0.287 0.817 0.074
C -1.287 -0.561 -0.093 0.019
C -1.579 -1.810 0.849 0.001
O -1.744 -2.887 0.346 0.004
N 0.448 1.449 0.232 0.731
C 1.259 1.133 -0.988 0.056
N 2.569 1.881 -0.931 0.024
H 0.438 -0.254 1.397 0.035
H -0.912 0.529 1.609 0.006
H -2.194 -0.001 -0.277 0.001
H -0.907 -0.968 -1.038 0.000
H -1.754 -1.572 1.981 0.001
H 0.962 2.332 0.554 0.007
H 1.538 0.104 -1.075 0.014
H 0.814 1.433 -1.966 0.025
H 3.363 1.181 -1.049 0.003
H 2.624 2.705 -1.516 0.000